{
  "formula": "C36H54O27",
  "method": "ωB97M-V/def2-TZVPD",
  "species": ["O", "O", "O", "O", "O", "O", "O", "O", "O", "O", "O", "O", "O", "O", "O", "O", "O", "O", "O", "O", "O", "O", "O", "O", "O", "O", "O", "C", "C", "C", "C", "C", "C", "C", "C", "C", "C", "C", "C", "C", "C", "C", "C", "C", "C", "C", "C", "C", "C", "C", "C", "C", "C", "C", "C", "C", "C", "C", "C", "C", "C", "C", "C", "H", "H", "H", "H", "H", "H", "H", "H", "H", "H", "H", "H", "H", "H", "H", "H", "H", "H", "H", "H", "H", "H", "H", "H", "H", "H", "H", "H", "H", "H", "H", "H", "H", "H", "H", "H", "H", "H", "H", "H", "H", "H", "H", "H", "H", "H", "H", "H", "H", "H", "H", "H", "H", "H"],
  "coordinates": [[5.25639, -0.97411, -4.29083], [-5.54191, -1.52684, 3.31118], [-6.49977, -2.47340, 5.08248], [5.97709, -5.75214, 2.71471], [-2.74469, 2.76332, 0.70187], [-0.31706, -0.14561, 6.05104], [-4.75601, 0.75079, 0.10143], [-0.67946, -2.33442, 6.09348], [5.71146, 2.09562, -0.49130], [-2.52611, 4.76811, 1.60514], [-6.49419, 1.27031, 1.47072], [-6.68216, 1.43784, -0.83792], [0.72189, -0.71975, 0.67391], [6.10166, -3.51397, 2.50049], [-2.91216, 2.57393, -7.60782], [4.12188, -4.44482, 2.20858], [-1.00156, -0.47601, -0.80136], [-1.48835, -0.55412, 1.40366], [6.12069, -0.88096, -2.26335], [3.73842, 1.71227, -1.12120], [-0.75465, 3.25325, -8.14388], [3.94515, -1.25602, -2.41265], [-4.54520, -3.23232, 4.24520], [-0.44172, -1.27438, 4.00412], [-3.19813, 4.59955, -0.61978], [-1.26183, 1.27923, -7.15731], [4.45942, 0.71766, 0.71102], [-1.57851, 2.53238, -7.59422], [-0.50016, -0.51746, 7.41736], [4.03151, -3.17272, 1.60651], [-2.91658, 4.07514, 0.47146], [2.74427, -2.37507, 1.88591], [6.63527, -0.88664, -4.49264], [-2.19252, 0.42943, -5.19924], [-5.99342, 1.29321, 0.35448], [-4.12370, -0.58158, -1.92190], [-3.68594, -2.85219, 3.21812], [-3.23679, -4.01764, 2.33589], [-5.56500, -2.41639, 4.30252], [-0.65998, -0.54983, 0.49231], [-1.23062, -1.83353, 7.30288], [4.65725, 1.42461, -0.24280], [5.45657, -4.64824, 2.55583], [4.25959, 2.51940, -2.05616], [-1.15332, -2.70305, 8.57927], [-2.38414, 0.58412, -6.69412], [-0.50842, -1.28586, 5.25108], [-2.25378, 3.86004, 2.71701], [1.34502, -0.56800, -0.65054], [-3.51017, 1.46653, -7.08716], [-4.46678, -1.78036, 2.48554], [6.81697, 0.27549, -5.45967], [-4.50399, 0.77071, -1.30243], [-3.48928, 4.08429, 3.73849], [2.92609, 3.30175, -2.22584], [7.22642, -0.75626, -3.04353], [0.29470, 0.69716, -2.44749], [5.27585, -2.44429, 2.13868], [5.32378, 3.22142, -1.34135], [-5.72790, 1.35880, -1.91653], [5.02559, -1.06549, -2.95409], [-2.33439, 2.52840, 1.93833], [0.24416, -0.60970, -1.64193], [-0.97002, 0.30436, 7.95769], [-1.98313, -2.50208, 9.25686], [-3.49653, -0.39718, -2.79412], [-4.25651, 1.66249, -6.31731], [-4.74503, -2.05425, 1.46786], [6.65901, 1.24815, -4.99377], [-1.40830, 1.95360, 1.93083], [2.91061, 4.37789, -2.39834], [4.14583, -3.30378, 0.53048], [-0.64512, 1.09081, -2.83462], [-2.34850, -0.39797, -7.16565], [8.00276, -1.44961, -2.72002], [-1.20664, 4.05544, 2.94816], [-1.24382, -0.06479, -4.98990], [6.19010, 0.09414, -6.33274], [7.03692, -1.74908, -5.02457], [-3.16761, -4.98475, 2.83390], [2.71440, -1.45308, 1.30528], [2.63407, -2.08816, 2.93169], [-5.65148, 2.33418, -2.39706], [-4.49032, 3.79574, 3.41793], [-3.87497, -4.19916, 1.47109], [5.90474, -1.99745, 1.36866], [-1.18249, -3.77052, 8.36073], [2.01304, 0.26026, -0.88686], [0.45438, 1.52989, -1.76254], [1.98835, -1.44123, -0.75862], [-2.93802, -0.25200, -4.78940], [-2.73680, -2.37949, 3.47071], [4.93118, 4.09863, -0.82709], [1.79934, -2.91491, 1.82449], [-2.22783, 1.43008, -4.76850], [2.21135, 3.15448, -1.41616], [-3.63345, -1.10649, -1.10202], [-3.74517, 1.52950, -1.49356], [-5.00842, -1.14884, -2.21100], [-3.43105, 3.74054, 4.77122], [-3.98611, 0.97924, -7.93813], [4.98021, -1.67749, 2.85474], [7.81018, 0.34820, -5.90280], [0.36809, -0.63734, 8.06534], [-3.74586, -0.96715, 2.40152], [-0.11867, -2.55389, 8.88806], [7.67432, 0.23312, -2.95070], [-6.08096, 0.72943, -2.73344], [6.18549, 3.45848, -1.96534], [-2.27923, -1.76934, 7.01238], [4.67009, 2.07813, -2.96438], [-3.09734, 1.89062, 2.38469], [-3.72590, 5.14352, 3.83915], [0.24616, -1.46572, -2.31670], [-2.22560, -3.73637, 2.04183], [2.41951, 2.99344, -3.14040], [1.14394, 0.92620, -3.09125]],
  "atomic_forces_ev_per_a": [[-1.3, -0.8, 1.6], [0.7, 1.5, -2.0], [2.7, 0.1, -1.8], [-1.7, 3.0, 0.1], [-1.4, 1.4, -4.2], [0.0, -1.1, -1.4], [-0.7, 0.5, 0.1], [0.6, -0.7, -1.9], [3.4, 2.6, 0.1], [-0.7, -0.2, -1.2], [1.3, 0.9, -2.6], [1.0, 0.5, 1.2], [-2.4, 1.6, -1.3], [1.3, 0.2, 1.7], [0.2, 3.9, -0.3], [0.8, -0.7, 0.9], [1.4, -0.7, -0.1], [1.5, 0.0, -1.5], [-0.7, -0.1, 2.2], [-1.3, -4.1, 1.1], [-2.6, -1.1, 2.1], [1.6, 0.4, -1.4], [2.4, -0.6, 0.2], [-0.7, -0.5, 4.4], [0.5, -2.0, 3.8], [1.7, 0.8, -0.2], [0.3, -0.2, -0.4], [2.3, -0.9, -2.6], [-0.7, 0.4, 0.8], [-0.6, 1.6, -0.5], [0.8, 2.6, -2.0], [0.0, -0.6, 0.9], [2.0, 0.6, -1.0], [-0.2, -0.6, -0.1], [-1.7, -2.6, 0.9], [-0.4, 0.6, 1.3], [-1.7, -0.6, -1.9], [0.9, -0.7, -0.5], [-5.5, -0.3, 4.0], [0.3, -0.8, 1.1], [-1.7, 0.0, 1.2], [-1.5, -2.4, 3.2], [-0.1, -3.8, -0.7], [-2.9, 3.6, -2.5], [1.2, -0.3, -1.8], [1.3, -1.2, 1.6], [1.4, 1.3, -1.2], [-2.4, 0.2, -1.0], [1.2, -2.1, 0.5], [-1.6, -2.0, -1.1], [0.7, -1.2, 1.6], [0.9, 0.2, -0.1], [1.1, 0.8, -1.1], [0.8, 0.9, -0.1], [-0.6, 1.6, -2.5], [1.7, 0.9, -2.2], [-0.4, 1.6, 0.7], [-0.3, 0.5, -1.8], [1.5, -0.2, 0.0], [-1.7, 0.4, -0.7], [-3.1, -0.4, 0.3], [0.6, -1.9, 4.2], [-1.3, 2.4, -1.0], [-0.8, -0.1, -0.4], [0.5, 0.4, 0.1], [0.1, -0.3, 0.3], [0.2, 0.3, 0.1], [-0.3, 0.2, -0.5], [-0.5, 0.0, 0.0], [0.2, 0.2, 0.1], [0.9, 0.2, 0.1], [-0.1, -0.1, -0.2], [-0.1, -0.9, -0.8], [-0.4, 0.1, -0.2], [-0.2, -0.4, -0.4], [-0.5, 0.2, 1.1], [0.2, 0.3, -0.1], [-0.4, 0.3, 0.3], [-0.4, -0.5, 0.3], [0.0, 0.3, 0.6], [0.2, -0.3, 0.1], [0.7, 0.3, 0.3], [0.4, 0.3, 0.5], [0.4, -1.0, -0.9], [-0.1, 0.4, 0.0], [-0.7, 0.7, -0.2], [-0.3, 0.0, -0.3], [-0.3, 0.4, 1.3], [0.1, -0.2, 0.9], [0.0, -0.1, 0.1], [-0.3, 0.3, 0.1], [0.9, 0.3, 1.2], [0.4, -0.2, 0.6], [0.2, -0.4, -1.0], [0.0, -0.1, 0.4], [0.5, -0.2, 0.1], [0.6, -0.3, -0.5], [0.7, -0.4, 0.4], [-0.1, 0.0, 0.0], [0.7, -0.4, -0.2], [-0.7, 0.0, 0.1], [0.6, -0.5, 0.7], [0.3, -0.3, 0.3], [1.0, -0.3, -1.0], [0.0, 1.5, -0.6], [-0.3, 0.1, 1.1], [-0.1, 0.2, 0.2], [-0.6, -0.3, 0.4], [-0.1, 0.2, 0.2], [-0.4, 0.7, 0.5], [-0.5, -0.6, -0.1], [0.1, -0.2, 0.4], [0.9, 0.4, 0.0], [-0.6, -0.3, 0.5], [-0.1, -0.3, -0.5], [-0.1, -0.4, 0.0], [-0.1, -1.1, -0.5]],
  "mulliken_charge": [-0.33, -0.12, -0.50, -0.56, 0.04, -0.29, -0.11, -0.34, -0.37, -0.40, -0.55, -0.38, -0.45, -0.35, -0.34, -0.43, -0.08, -0.23, -0.24, -0.03, -0.54, -0.45, -0.26, -0.40, -0.60, -0.40, -0.59, 0.67, -0.51, 0.84, 0.49, -1.22, 0.44, -1.31, 0.45, -0.65, 1.73, -1.43, 0.48, -0.01, 0.53, 0.42, 0.55, 0.78, -1.33, 0.42, 0.57, 0.49, 0.10, -0.52, 0.51, -1.40, 0.93, -1.40, -1.32, -0.43, -1.43, -0.27, -0.68, -0.41, 0.52, -0.06, 0.75, 0.32, 0.35, -0.39, 0.32, 0.16, 0.29, -0.01, 0.43, 0.16, 0.03, 0.38, 0.28, 0.42, 0.29, 0.34, 0.29, 0.41, 0.04, 0.46, 0.26, 0.35, 0.37, 0.15, 0.37, -0.14, 0.36, 0.27, 0.37, -0.63, 0.33, 0.38, 0.35, 0.33, -0.01, -0.03, 0.61, 0.36, 0.31, 0.37, 0.42, 0.29, -0.18, 0.35, 0.26, 0.35, 0.33, 0.17, -0.02, -0.14, 0.39, 0.28, 0.35, 0.31, 0.59],
  "e_homo_ev": [-11.974, -11.974],
  "energy_ha": -3435.189537,
  "spin_multiplicity": 2,
  "de_lowest_kj_mol": 362.7,
  "gap_ha": [0.3524, 0.0789],
  "largest_force_ha_per_bohr": 0.133,
  "lumo_energy_ev": [-2.38, -9.83],
  "total_charge": 1
}